Entry 1:
This record from OMol25 describes a structure of composition C23H29FNO25S2. The level of theory is ωB97M-V with the def2-TZVPD basis set.

```
! wB97M-V def2-TZVPD RIJCOSX def2/J DEFGRID3
* xyz -1 1
C -1.98 3.11 -0.74
C -1.58 2.55 0.24
S -1.00 1.75 1.65
O -2.15 1.62 2.51
O -0.48 0.49 1.20
N 0.05 2.66 2.38
S 1.38 2.93 1.52
O 2.14 1.73 1.46
O 1.14 3.59 0.28
F 2.17 3.95 2.39
H -2.24 3.39 -1.73
C -6.11 3.05 -0.98
C -6.96 4.30 -1.13
O -6.24 5.26 -0.36
C -4.94 4.85 -0.27
O -4.07 5.51 0.18
O -4.80 3.59 -0.74
H -6.13 2.40 -1.84
H -6.38 2.48 -0.10
H -7.01 4.64 -2.17
H -7.97 4.18 -0.75
C -5.24 -0.42 2.27
C -3.97 -1.01 1.70
O -4.26 -1.07 0.30
C -5.21 -0.16 0.02
O -5.49 0.18 -1.08
O -5.73 0.35 1.16
H -5.05 0.21 3.12
H -5.99 -1.17 2.53
H -3.10 -0.36 1.85
H -3.74 -2.00 2.10
C 3.03 -1.39 -0.50
C 3.65 -0.70 0.70
O 4.27 -1.81 1.39
C 4.50 -2.79 0.50
O 5.15 -3.77 0.71
O 3.90 -2.53 -0.68
H 3.01 -0.76 -1.39
H 2.02 -1.75 -0.30
H 4.42 0.01 0.42
H 2.92 -0.21 1.32
C -2.74 3.26 5.25
C -4.18 3.56 4.88
O -4.68 2.27 4.54
C -3.92 1.34 5.17
O -4.16 0.18 5.20
O -2.84 1.91 5.73
H -2.36 3.92 6.03
H -2.07 3.29 4.40
H -4.76 3.96 5.71
H -4.27 4.24 4.03
C 4.92 -4.11 -3.11
C 6.30 -4.68 -2.90
O 6.75 -4.92 -4.25
C 6.05 -4.10 -5.07
O 6.31 -3.94 -6.22
O 5.05 -3.50 -4.41
H 4.65 -3.39 -2.35
H 4.15 -4.89 -3.16
H 6.98 -3.97 -2.43
H 6.31 -5.60 -2.33
C 4.01 -2.09 -7.36
C 4.21 -2.79 -8.69
O 2.89 -2.77 -9.25
C 2.21 -1.75 -8.68
O 1.14 -1.36 -9.04
O 2.90 -1.22 -7.64
H 4.88 -1.52 -7.05
H 3.74 -2.78 -6.57
H 4.88 -2.24 -9.36
H 4.57 -3.81 -8.58
C 2.51 -1.39 4.45
C 1.12 -1.72 4.98
O 0.76 -0.51 5.66
C 1.48 0.51 5.11
O 1.29 1.65 5.33
O 2.44 0.03 4.29
H 2.73 -1.87 3.50
H 3.30 -1.62 5.17
H 0.40 -1.90 4.18
H 1.12 -2.56 5.67
*
```

Results
**DFT total energy**: -3725.926123 hartree
**Orbital gap**: 0.3216 hartree
**LUMO**: 1.965 eV
**E_HOMO**: -0.249 Ha

Results of the Mulliken charge analysis, in e, for atoms 1 through 8:
1 C 0.610
2 C -1.251
3 S 1.107
4 O -0.619
5 O -0.635
6 N -0.259
7 S 0.871
8 O -0.536

***

Entry 2:
This record from OMol25 describes a structure of composition C23H29GeN2O2PtSe. The level of theory is ωB97M-V with the def2-TZVPD basis set.

```
! wB97M-V def2-TZVPD RIJCOSX def2/J DEFGRID3
* xyz -1 1
Pt 0.07 0.06 -0.80
O 0.49 -1.01 3.34
C 0.61 -0.61 2.18
O -0.17 0.06 1.49
C 2.60 -0.84 0.42
C 4.04 -0.75 0.38
C 4.71 -0.88 -0.78
C 4.00 -1.09 -1.99
C 4.63 -1.24 -3.25
C 3.89 -1.41 -4.38
C 2.48 -1.45 -4.29
C 1.85 -1.31 -3.08
C 2.60 -1.11 -1.90
N 1.92 -0.94 -0.71
H 4.59 -0.58 1.30
H 5.79 -0.79 -0.80
H 5.71 -1.20 -3.29
H 4.38 -1.52 -5.34
H 1.88 -1.59 -5.18
H 0.77 -1.30 -2.98
C 3.12 2.86 -3.03
Ge 3.53 4.04 -1.53
C 4.74 3.10 -0.32
C 4.41 5.67 -2.18
C 1.92 4.50 -0.54
Se 1.01 2.83 0.01
C -0.18 2.78 -1.53
H 4.03 2.61 -3.57
H 2.42 3.33 -3.73
H 2.68 1.94 -2.65
H 5.69 2.87 -0.82
H 4.28 2.16 -0.01
H 4.95 3.70 0.57
H 5.33 5.44 -2.71
H 4.65 6.33 -1.34
H 3.75 6.21 -2.86
H 1.23 5.11 -1.11
H 2.19 5.05 0.36
H 0.39 2.83 -2.45
H -0.89 3.60 -1.46
H -0.75 1.83 -1.51
C 2.93 1.23 3.39
C 3.38 -0.19 3.59
C 4.26 -0.54 4.61
C 4.65 -1.86 4.79
C 4.14 -2.85 3.96
C 3.26 -2.53 2.94
C 2.66 -3.59 2.05
C 2.89 -1.20 2.76
N 2.01 -0.85 1.67
H 3.53 1.91 3.99
H 1.88 1.32 3.69
H 2.98 1.52 2.34
H 4.65 0.23 5.26
H 5.34 -2.12 5.58
H 4.43 -3.88 4.11
H 2.96 -4.59 2.40
H 2.98 -3.48 1.01
H 1.57 -3.52 2.06
*
```

Results
**Energy above the lowest of the compared OMol25 structures with the same formula, charge and spin**: 1.1547 eV
**DFT total energy**: -5751.500233 hartree
**Orbital gap**: 0.1979 hartree
**LUMO**: 2.596 eV
**E_HOMO**: -0.102 Ha

Results of the natural (NBO) charge analysis, in e, for atoms 1 through 8:
1 Pt 0.083
2 O -0.728
3 C 0.902
4 O -0.773
5 C 0.437
6 C -0.287
7 C -0.165
8 C -0.062

***

Entry 3:
This record from OMol25 describes a structure of composition C23H29N2S2SbSn. The level of theory is ωB97M-V with the def2-TZVPD basis set.

```
! wB97M-V def2-TZVPD RIJCOSX def2/J DEFGRID3
* xyz 2 1
Sn 1.93 -1.02 -2.09
C 2.79 3.66 -0.33
C 2.93 2.19 -0.09
C 3.83 1.45 -0.85
C 4.05 0.09 -0.61
C 5.14 -0.66 -1.32
C 3.27 -0.54 0.39
C 2.37 0.19 1.18
C 1.66 -0.48 2.32
C 2.23 1.55 0.94
H 2.51 3.85 -1.37
H 3.75 4.15 -0.18
H 2.06 4.12 0.33
H 4.43 1.96 -1.60
H 4.75 -1.34 -2.09
H 5.70 -1.28 -0.62
H 5.83 0.02 -1.81
H 3.50 -1.56 0.65
H 0.91 -1.19 1.96
H 1.18 0.25 2.96
H 2.37 -1.04 2.93
H 1.60 2.14 1.59
S -0.37 -1.63 -1.21
C -0.16 -3.21 -0.51
C -1.28 -3.84 0.01
C -1.19 -5.09 0.61
C -2.37 -5.70 1.12
N -3.34 -6.18 1.50
C 0.07 -5.74 0.71
C 1.18 -5.16 0.15
C 1.09 -3.90 -0.48
S 2.53 -3.32 -1.21
C 0.18 -6.98 1.42
N 0.27 -7.96 2.01
H -2.24 -3.36 -0.05
H 2.14 -5.67 0.20
C -3.14 3.53 -2.97
C -3.76 2.46 -2.08
Sb -2.25 1.38 -0.89
C -1.16 3.00 0.10
C -2.06 3.78 1.04
C -3.21 0.09 0.61
C -4.29 0.83 1.38
H -3.95 4.05 -3.48
H -2.50 3.10 -3.73
H -2.59 4.27 -2.40
H -4.29 1.70 -2.65
H -4.42 2.88 -1.32
H -0.80 3.62 -0.73
H -0.31 2.55 0.60
H -2.98 4.13 0.56
H -1.52 4.67 1.38
H -2.32 3.20 1.93
H -2.39 -0.25 1.24
H -3.61 -0.75 0.05
H -3.90 1.65 1.98
H -4.75 0.12 2.07
H -5.08 1.21 0.73
*
```

Results
**DFT total energy**: -2253.607846 hartree
**Orbital gap (spin up / spin down)**: 0.2174 / 0.1959 hartree
**LUMO (spin up / spin down)**: -8.751 / -9.547 eV
**E_HOMO (spin up / spin down)**: -0.539 / -0.547 Ha

Results of the natural (NBO) charge analysis, in e, for atoms 1 through 8:
1 Sn 1.079
2 C -0.646
3 C 0.039
4 C -0.243
5 C -0.010
6 C -0.648
7 C -0.309
8 C 0.019

***

Entry 4:
This record from OMol25 describes the molecule C23H29N3O2S. The level of theory is ωB97M-V with the def2-TZVPD basis set.

```
! wB97M-V def2-TZVPD RIJCOSX def2/J DEFGRID3
* xyz 0 1
C -1.54 1.95 4.83
H -2.21 1.35 5.43
H -1.01 2.66 5.46
H -2.08 2.49 4.06
S -0.28 0.88 4.08
C -1.35 -0.36 3.28
C -2.11 0.17 2.07
C -1.15 0.75 1.03
N -1.87 1.33 -0.09
C -1.28 2.22 -0.90
O -0.20 2.73 -0.63
C -2.02 2.60 -2.19
N -1.08 2.92 -3.25
H -0.55 3.75 -3.01
C -0.15 1.83 -3.53
C -0.71 0.45 -3.31
C 0.11 -0.65 -3.46
C -0.36 -1.93 -3.23
C -1.67 -2.12 -2.83
C -2.50 -1.02 -2.68
C -2.04 0.26 -2.92
C -2.90 1.47 -2.74
H -3.28 1.80 -3.71
H -3.77 1.27 -2.10
H -3.53 -1.16 -2.37
H -2.05 -3.11 -2.63
H 0.29 -2.78 -3.34
H 1.14 -0.51 -3.77
H 0.77 1.91 -2.92
H 0.15 1.93 -4.58
H -2.62 3.50 -1.99
H -2.65 0.79 -0.43
H -0.55 1.55 1.48
C -0.22 -0.35 0.49
O -0.54 -1.52 0.43
N 0.96 0.13 0.06
H 1.12 1.13 0.06
C 2.01 -0.74 -0.41
C 2.59 -1.55 0.73
C 3.12 -2.81 0.48
C 3.67 -3.56 1.51
C 3.70 -3.05 2.80
C 3.18 -1.80 3.05
C 2.63 -1.05 2.02
H 2.22 -0.07 2.24
H 3.19 -1.39 4.05
H 4.13 -3.63 3.60
H 4.08 -4.54 1.30
H 3.09 -3.22 -0.52
C 3.10 0.09 -1.08
H 3.55 0.77 -0.35
H 3.88 -0.55 -1.48
H 2.68 0.68 -1.89
H 1.57 -1.44 -1.14
H -2.83 0.93 2.36
H -2.64 -0.67 1.62
H -0.68 -1.16 2.98
H -2.04 -0.73 4.04
*
```

Results
**Energy above the lowest of the compared OMol25 structures with the same formula, charge and spin**: 0.0000 eV
**DFT total energy**: -1606.836057 hartree
**SMILES string**: CSCC[C@H](NC(=O)[C@@H]1Cc2ccccc2CN1)C(=O)N[C@@H](C)c1ccccc1
**Orbital gap**: 0.3408 hartree
**LUMO**: 0.684 eV
**E_HOMO**: -0.316 Ha

Results of the natural (NBO) charge analysis, in e, for atoms 1 through 8:
1 C -0.739
2 H 0.213
3 H 0.232
4 H 0.210
5 S 0.169
6 C -0.527
7 C -0.409
8 C -0.163